[1]
ORCA calculation (wB97M-V/def2-TZVPD) on the molecule C5H7NO.

The geometry in XYZ format:
```
14
Properties=species:S:1:pos:R:3
C -1.16 -2.25 0.56
C -0.55 -1.23 0.68
C -0.12 0.15 0.43
C -1.38 0.72 -0.31
C 1.17 0.11 -0.44
N 2.22 0.89 -0.03
O 1.24 -0.57 -1.44
H -1.79 -3.09 0.34
H 0.07 0.74 1.34
H -1.57 1.76 -0.06
H -2.26 0.14 -0.02
H -1.26 0.58 -1.39
H 3.09 0.76 -0.55
H 2.31 1.28 0.89
```

Output
Total charge: 0
ΔE to the lowest compared entry with this formula, charge and spin (kcal/mol): 43.8
SMILES string: C#C[C@H](C)C(N)=O
HOMO energy (hartree): -0.361
Gap between HOMO and LUMO (eV): 10.6
Spin multiplicity: 1

[2]
ORCA calculation (wB97M-V/def2-TZVPD) on a structure of composition C34H32FN4O3PtS2.

The geometry in XYZ format:
```
77
Properties=species:S:1:pos:R:3
Pt -0.41 -0.58 -0.64
C 5.24 3.91 -1.85
C 3.83 3.46 -2.17
C 2.88 3.31 -1.16
C 1.59 2.89 -1.45
C 1.25 2.61 -2.76
C 2.18 2.75 -3.78
C 3.46 3.17 -3.48
S -0.38 2.00 -3.11
O -1.24 2.55 -2.09
O -0.68 2.35 -4.49
N -0.21 0.44 -2.87
C -0.26 -0.55 -3.79
C -0.24 -0.42 -5.18
C -0.25 -1.52 -6.03
C -0.28 -2.81 -5.56
C -0.30 -3.01 -4.16
C -0.29 -4.31 -3.60
C -0.29 -4.48 -2.25
C -0.33 -3.34 -1.44
N -0.35 -2.11 -1.92
C -0.31 -1.90 -3.28
H 5.34 4.16 -0.80
H 5.51 4.79 -2.44
H 5.96 3.13 -2.09
H 3.16 3.53 -0.13
H 0.86 2.77 -0.67
H 1.88 2.53 -4.80
H 4.19 3.29 -4.28
H -0.22 0.58 -5.59
H -0.24 -1.35 -7.10
H -0.27 -3.66 -6.22
H -0.27 -5.16 -4.28
H -0.28 -5.46 -1.79
H -0.37 -3.42 -0.36
C -0.37 -1.46 5.06
C 1.06 -1.01 4.78
N 1.55 -1.39 3.46
C 2.39 -2.57 3.37
C 1.61 -3.85 3.12
C 1.17 -0.70 2.35
S 1.76 -1.20 0.83
N 0.37 0.35 2.66
C -0.24 1.15 1.80
O -0.38 1.06 0.55
C -0.89 2.37 2.39
C -0.62 2.78 3.69
C -1.23 3.91 4.21
C -2.13 4.63 3.43
C -2.40 4.22 2.13
C -1.79 3.09 1.61
H -0.67 -1.16 6.07
H -0.46 -2.55 4.99
H -1.05 -1.01 4.35
H 1.74 -1.44 5.51
H 1.11 0.08 4.87
H 2.94 -2.65 4.31
H 3.11 -2.42 2.57
H 0.93 -4.07 3.94
H 2.29 -4.70 3.01
H 1.03 -3.76 2.20
H 0.08 2.20 4.29
H -1.01 4.23 5.22
H -2.61 5.51 3.84
H -3.10 4.78 1.52
H -1.98 2.77 0.59
F -6.10 -2.25 1.16
C -4.85 -1.88 0.76
C -4.48 -2.05 -0.55
C -3.20 -1.67 -0.94
C -2.28 -1.12 -0.05
C -2.71 -0.96 1.27
C -3.99 -1.34 1.69
H -5.19 -2.47 -1.26
H -2.94 -1.80 -1.98
H -2.05 -0.55 2.02
H -4.31 -1.21 2.72
```

Output
Total charge: -1
ΔE to the lowest compared entry with this formula, charge and spin (kcal/mol): 22.7
HOMO energy (hartree): -0.140
Gap between HOMO and LUMO (eV): 6.2
Spin multiplicity: 1

[3]
ORCA calculation (wB97M-V/def2-TZVPD) on a cluster of 2 separate species, CH3N2O2S in total in a non-equilibrium geometry.

The geometry in XYZ format:
```
9
Properties=species:S:1:pos:R:3
C 0.45 1.82 1.06
N 0.72 -1.77 3.07
N 0.85 -1.81 1.92
O 0.70 -2.09 0.76
O -0.49 2.35 0.09
S 0.14 2.71 -1.48
H 0.84 0.88 1.19
H 1.32 2.61 1.17
H -0.21 1.96 1.95
```

Output
Total charge: -1
ΔE to the lowest compared entry with this formula, charge and spin (kcal/mol): 100.5
HOMO energy (hartree): -0.071
Gap between HOMO and LUMO (eV): 4.8
Spin multiplicity: 1

[4]
ORCA calculation (wB97M-V/def2-TZVPD) on a cluster of 2 separate species, C2H2FO3S in total in a non-equilibrium geometry.

The geometry in XYZ format:
```
9
Properties=species:S:1:pos:R:3
C 2.18 -0.06 -0.06
C 1.06 -0.69 0.17
O -2.91 0.32 -1.32
O -2.83 1.83 0.58
O -1.36 -0.23 0.53
F 0.98 -2.09 0.14
S -2.55 0.48 0.08
H 3.07 -0.56 -0.25
H 2.36 1.01 0.13
```

Output
Total charge: -1
ΔE to the lowest compared entry with this formula, charge and spin (kcal/mol): 35.1
HOMO energy (spin up / spin down) (hartree): -0.103 / -0.192
Gap between HOMO and LUMO (spin up / spin down) (eV): 6.6 / 8.0
Spin multiplicity: 3

[5]
ORCA calculation (wB97M-V/def2-TZVPD) on the molecule C3H5N2P in a non-equilibrium geometry.

The geometry in XYZ format:
```
11
Properties=species:S:1:pos:R:3
P 1.83 -0.02 0.16
N 0.12 0.11 0.35
C -0.79 -0.91 0.68
C -2.06 -0.46 0.42
N -1.97 0.77 -0.04
C -0.74 1.12 -0.07
H 2.39 0.69 1.35
H 2.10 1.19 -0.56
H -0.34 -1.99 0.86
H -3.03 -0.85 0.52
H -0.36 1.98 -0.56
```

Output
Total charge: 0
ΔE to the lowest compared entry with this formula, charge and spin (kcal/mol): 11.6
SMILES string: Pn1ccnc1
HOMO energy (hartree): -0.331
Gap between HOMO and LUMO (eV): 9.9
Spin multiplicity: 1

[6]
ORCA calculation (wB97M-V/def2-TZVPD) on a cluster of 2 separate species, C37H36N2O2 in total in a non-equilibrium geometry.

The geometry in XYZ format:
```
77
Properties=species:S:1:pos:R:3
C -6.97 1.10 -0.53
C -5.53 1.26 -0.94
C -4.95 2.53 -0.94
C -3.60 2.71 -1.24
C -3.05 4.08 -1.02
C -2.83 1.60 -1.67
N -1.49 1.76 -2.15
C -0.37 1.16 -1.70
N 0.71 1.88 -2.10
C 2.02 1.61 -1.67
C 2.35 0.26 -1.42
C 1.34 -0.81 -1.61
C 3.66 -0.05 -1.05
C 4.60 0.94 -0.78
C 5.92 0.55 -0.20
C 4.25 2.28 -1.02
C 2.97 2.63 -1.45
C 2.63 4.08 -1.57
C 0.35 2.78 -3.20
C -1.15 2.67 -3.28
C -3.41 0.32 -1.69
C -2.66 -0.88 -2.14
C -4.74 0.16 -1.28
H -7.31 0.07 -0.69
H -7.11 1.35 0.53
H -7.61 1.77 -1.11
H -5.56 3.39 -0.65
H -1.96 4.10 -0.90
H -3.35 4.78 -1.82
H -3.48 4.49 -0.09
H 1.48 -1.63 -0.89
H 0.26 -0.36 -1.49
H 1.42 -1.24 -2.63
H 3.93 -1.11 -0.91
H 6.58 1.41 -0.07
H 5.79 0.08 0.79
H 6.42 -0.19 -0.85
H 4.99 3.06 -0.85
H 3.26 4.68 -0.90
H 2.81 4.45 -2.59
H 1.59 4.29 -1.30
H 0.67 3.81 -3.01
H 0.83 2.44 -4.12
H -1.45 2.21 -4.24
H -1.68 3.62 -3.18
H -3.39 -1.65 -2.44
H -2.00 -0.68 -2.98
H -2.08 -1.33 -1.32
H -5.16 -0.85 -1.25
C -2.29 -5.91 3.60
C -1.21 -5.10 3.94
C -0.78 -4.16 3.01
C -1.43 -3.99 1.78
C -2.54 -4.77 1.45
C -2.96 -5.74 2.37
C -0.74 -2.90 1.02
O -1.01 -2.50 -0.12
C 0.37 -2.42 1.87
C 1.14 -1.33 1.57
C 2.39 -1.03 2.21
C 3.22 -2.04 2.75
C 4.35 -1.73 3.50
C 4.76 -0.39 3.60
C 4.00 0.63 3.01
C 2.84 0.31 2.32
C 0.31 -3.16 3.18
O 0.95 -2.98 4.21
H -2.62 -6.68 4.29
H -0.68 -5.18 4.89
H -3.04 -4.61 0.50
H -3.82 -6.37 2.13
H 0.74 -0.61 0.84
H 2.97 -3.08 2.57
H 4.92 -2.52 4.00
H 5.67 -0.14 4.15
H 4.30 1.67 3.10
H 2.24 1.09 1.84
```

Output
Total charge: 0
ΔE to the lowest compared entry with this formula, charge and spin (kcal/mol): 4.7
HOMO energy (hartree): -0.272
Gap between HOMO and LUMO (eV): 6.5
Spin multiplicity: 1

[7]
ORCA calculation (wB97M-V/def2-TZVPD) on a structure of composition C21H31IrN3O2SSe2 in a non-equilibrium geometry.

The geometry in XYZ format:
```
61
Properties=species:S:1:pos:R:3
Ir 0.09 0.51 0.55
O 1.84 1.26 1.82
C 2.54 2.50 1.70
C 2.79 2.79 0.23
C 3.88 3.87 0.22
O 4.12 4.46 -1.04
C 3.34 1.56 -0.49
Se 2.10 0.07 -0.87
C 1.54 3.35 -0.49
Se -0.17 2.95 0.36
H 1.69 1.00 2.75
H 3.49 2.39 2.22
H 1.97 3.31 2.15
H 4.81 3.45 0.64
H 3.57 4.69 0.87
H 4.48 3.79 -1.64
H 4.18 1.15 0.07
H 3.70 1.85 -1.48
H 1.49 2.98 -1.51
H 1.58 4.44 -0.53
C -1.59 -3.16 0.97
C -2.88 -2.63 0.37
C -3.59 -1.69 1.35
C -2.74 -1.98 -1.00
C -3.40 -2.64 -2.03
C -3.47 -2.11 -3.31
C -2.96 -0.84 -3.51
C -2.31 -0.12 -2.52
C -2.06 1.34 -2.87
C -0.59 1.71 -3.07
C -2.80 2.24 -1.88
C -2.09 -0.75 -1.25
N -1.31 -0.24 -0.20
H -1.78 -3.70 1.91
H -0.92 -2.34 1.21
H -1.09 -3.86 0.28
H -3.53 -3.50 0.21
H -2.96 -0.82 1.56
H -3.80 -2.20 2.29
H -4.54 -1.34 0.93
H -3.87 -3.59 -1.82
H -3.97 -2.65 -4.11
H -3.10 -0.37 -4.48
H -2.54 1.47 -3.84
H -0.03 1.66 -2.15
H -0.52 2.73 -3.46
H -0.11 1.04 -3.78
H -2.44 2.10 -0.87
H -3.87 2.03 -1.91
H -2.64 3.29 -2.14
S 0.34 -0.92 2.75
C 1.69 -1.80 2.19
N 1.57 -2.56 1.07
C 2.57 -3.25 0.53
C 3.79 -3.24 1.13
C 3.89 -2.45 2.28
N 2.90 -1.76 2.80
H 0.67 -2.51 0.60
H 2.35 -3.79 -0.39
H 4.63 -3.78 0.73
H 4.84 -2.37 2.80
```

Output
Total charge: 0
ΔE to the lowest compared entry with this formula, charge and spin (kcal/mol): 0.0
HOMO energy (spin up / spin down) (hartree): -0.251 / -0.255
Gap between HOMO and LUMO (spin up / spin down) (eV): 6.2 / 6.1
Spin multiplicity: 2

[8]
ORCA calculation (wB97M-V/def2-TZVPD) on the molecule C20H25NO4 in a non-equilibrium geometry.

The geometry in XYZ format:
```
50
Properties=species:S:1:pos:R:3
C -5.92 0.12 0.08
C -5.23 0.11 1.44
O -4.26 1.14 1.56
C -3.20 1.21 0.71
C -2.72 2.49 0.47
C -1.62 2.72 -0.33
C -0.98 1.66 -0.94
C 0.24 1.86 -1.80
C 1.43 1.85 -0.91
O 1.95 3.00 -0.50
N 2.99 2.77 0.35
C 3.11 1.48 0.47
C 2.13 0.81 -0.32
C 2.04 -0.64 -0.42
O 1.27 -1.23 -1.15
C 3.00 -1.35 0.51
C 4.35 -0.65 0.71
C 5.20 -1.46 1.69
C 5.09 -0.54 -0.63
C 4.12 0.76 1.29
C -1.44 0.37 -0.71
C -2.52 0.11 0.12
O -2.95 -1.15 0.43
C -2.41 -2.27 -0.24
C -2.96 -2.42 -1.66
H -5.22 -0.12 -0.71
H -6.72 -0.62 0.07
H -6.35 1.10 -0.12
H -5.95 0.34 2.23
H -4.78 -0.87 1.63
H -3.24 3.31 0.94
H -1.27 3.73 -0.49
H 0.33 1.05 -2.52
H 0.20 2.82 -2.31
H 3.15 -2.37 0.13
H 2.49 -1.43 1.47
H 5.40 -2.45 1.29
H 6.16 -0.96 1.86
H 4.69 -1.57 2.64
H 4.52 0.05 -1.35
H 5.24 -1.53 -1.06
H 6.06 -0.07 -0.49
H 5.04 1.33 1.33
H 3.73 0.67 2.31
H -0.91 -0.45 -1.17
H -2.73 -3.12 0.36
H -1.32 -2.24 -0.25
H -2.54 -3.31 -2.12
H -4.04 -2.50 -1.64
H -2.69 -1.55 -2.27
```

Output
Total charge: 0
ΔE to the lowest compared entry with this formula, charge and spin (kcal/mol): 71.3
SMILES string: CCOc1ccc(Cc2onc3c2C(=O)CC(C)(C)C3)cc1OCC
HOMO energy (hartree): -0.295
Gap between HOMO and LUMO (eV): 8.6
Spin multiplicity: 1

[9]
ORCA calculation (wB97M-V/def2-TZVPD) on a cluster of 2 separate species, C3H7NO4 in total in a non-equilibrium geometry.

The geometry in XYZ format:
```
15
Properties=species:S:1:pos:R:3
O 0.43 2.60 1.70
C -0.16 1.98 0.85
N 0.05 0.68 0.53
C -0.76 -0.04 -0.43
C -1.45 -1.23 0.24
O -2.02 -1.12 1.29
O -1.36 -2.34 -0.50
H -0.92 2.50 0.24
H 0.64 0.06 1.06
H -1.59 0.56 -0.79
H -0.22 -0.30 -1.35
H -1.75 -3.09 -0.08
O 3.14 -0.18 -1.27
H 2.25 -0.02 -0.97
H 3.72 -0.06 -0.51
```

Output
Total charge: 0
ΔE to the lowest compared entry with this formula, charge and spin (kcal/mol): 26.8
SMILES string: O=CNCC(=O)O.O
HOMO energy (hartree): -0.379
Gap between HOMO and LUMO (eV): 10.6
Spin multiplicity: 1

[10]
ORCA calculation (wB97M-V/def2-TZVPD) on a structure of composition H2O2Sn in a non-equilibrium geometry.

The geometry in XYZ format:
```
5
Properties=species:S:1:pos:R:3
Sn 0.18 -0.50 -1.62
O 2.25 0.65 0.04
H 1.79 1.24 0.66
O -1.91 -0.94 0.10
H -2.31 -0.44 0.83
```

Output
Total charge: 0
ΔE to the lowest compared entry with this formula, charge and spin (kcal/mol): 0.0
HOMO energy (hartree): -0.344
Gap between HOMO and LUMO (eV): 6.7
Spin multiplicity: 1

[11]
ORCA calculation (wB97M-V/def2-TZVPD) on a cluster of 2 separate species, C2H3F2NO2 in total in a non-equilibrium geometry.

The geometry in XYZ format:
```
10
Properties=species:S:1:pos:R:3
C -0.76 -1.35 0.34
C -0.25 0.82 -0.30
N 1.23 0.88 -0.13
O 1.60 1.26 0.98
O 1.93 0.41 -0.99
F -0.57 0.77 -1.56
F -0.86 1.67 0.48
H -1.69 -1.23 0.95
H -0.71 -1.57 -0.78
H 0.08 -1.65 1.02
```

Output
Total charge: 0
ΔE to the lowest compared entry with this formula, charge and spin (kcal/mol): 107.1
HOMO energy (hartree): -0.370
Gap between HOMO and LUMO (eV): 9.0
Spin multiplicity: 1

[12]
ORCA calculation (wB97M-V/def2-TZVPD) on a cluster of 7 separate species, C41H47FN in total.

The geometry in XYZ format:
```
90
Properties=species:S:1:pos:R:3
N 4.23 1.83 -4.72
C 4.63 1.11 -3.45
C 5.29 1.89 -2.36
C 6.73 2.30 -2.64
C 6.99 3.74 -3.10
C 8.36 4.01 -3.68
F 9.34 4.15 -2.67
H 4.46 2.81 -4.64
H 4.66 1.46 -5.56
H 3.70 0.65 -3.07
H 5.28 0.27 -3.75
H 4.67 2.80 -2.15
H 7.15 1.63 -3.41
H 7.37 2.16 -1.75
H 6.85 4.44 -2.26
H 6.24 4.03 -3.86
H 8.40 4.93 -4.27
H 8.69 3.17 -4.30
C 1.01 5.43 -2.95
C 1.73 4.41 -3.56
C 1.56 3.09 -3.15
C 0.67 2.81 -2.12
C -0.05 3.83 -1.51
C 0.12 5.14 -1.93
H 1.16 6.45 -3.28
H 2.44 4.63 -4.35
H 2.13 2.30 -3.63
H 0.55 1.79 -1.77
H -0.73 3.60 -0.70
H -0.44 5.94 -1.46
C -1.30 -0.30 -1.93
C -0.78 -1.52 -1.53
C -1.29 -2.15 -0.40
C -2.32 -1.55 0.32
C -2.83 -0.33 -0.08
C -2.32 0.30 -1.21
H -0.89 0.20 -2.81
H 0.03 -1.98 -2.08
H -0.88 -3.10 -0.08
H -2.71 -2.04 1.20
H -3.63 0.14 0.48
H -2.71 1.26 -1.52
C -5.17 -3.88 1.68
C -4.06 -4.71 1.80
C -3.91 -5.51 2.92
C -4.87 -5.49 3.92
C -5.98 -4.67 3.81
C -6.13 -3.87 2.69
H -5.29 -3.25 0.81
H -3.31 -4.72 1.01
H -3.04 -6.15 3.01
H -4.75 -6.12 4.80
H -6.73 -4.66 4.59
H -7.00 -3.22 2.59
C -8.72 -1.00 3.18
C -9.94 -1.26 3.78
C -11.12 -1.01 3.09
C -11.07 -0.51 1.79
C -9.84 -0.25 1.19
C -8.67 -0.50 1.89
H -7.80 -1.19 3.72
H -9.98 -1.65 4.79
H -12.08 -1.21 3.55
H -11.99 -0.31 1.25
H -9.81 0.14 0.18
H -7.71 -0.30 1.42
C 6.15 -1.54 -0.99
C 6.50 -2.85 -0.69
C 5.72 -3.61 0.18
C 4.57 -3.05 0.73
C 4.22 -1.74 0.43
C 5.01 -0.98 -0.43
H 6.74 -0.93 -1.66
H 7.39 -3.28 -1.12
H 5.99 -4.63 0.41
H 3.95 -3.64 1.40
H 3.32 -1.30 0.84
H 4.77 0.06 -0.69
C 2.31 0.82 2.70
C 1.14 0.93 1.97
C -0.09 0.70 2.59
C -0.14 0.37 3.93
C 1.04 0.26 4.66
C 2.26 0.48 4.05
H 3.26 0.99 2.21
H 1.18 1.19 0.92
H -1.00 0.78 2.01
H -1.09 0.19 4.41
H 1.00 -0.01 5.71
H 3.18 0.39 4.61
```

Output
Total charge: -1
HOMO energy (hartree): -0.061
Gap between HOMO and LUMO (eV): 3.6
Spin multiplicity: 1

[13]
ORCA calculation (wB97M-V/def2-TZVPD) on a cluster of 3 separate species, C3H12NO2 in total in a non-equilibrium geometry.

The geometry in XYZ format:
```
18
Properties=species:S:1:pos:R:3
C -1.95 -0.30 1.00
C -0.51 -0.17 1.48
C 1.48 0.90 0.59
N 0.31 0.46 0.32
H -2.27 0.71 0.69
H -2.65 -0.41 1.84
H -2.08 -1.11 0.30
H 0.00 -1.12 1.60
H -0.40 0.52 2.30
H 1.96 1.45 -0.22
H 1.97 0.66 1.52
H -0.12 0.82 -0.55
H -1.13 2.07 -2.42
H -0.87 0.54 -2.51
O -0.45 1.38 -2.27
H 2.94 -1.71 -1.18
H 1.80 -2.78 -1.47
O 1.98 -1.92 -1.03
```

Output
Total charge: +2
ΔE to the lowest compared entry with this formula, charge and spin (kcal/mol): 67.1
HOMO energy (spin up / spin down) (hartree): -0.747 / -0.719
Gap between HOMO and LUMO (spin up / spin down) (eV): 11.7 / 3.4
Spin multiplicity: 2

[14]
ORCA calculation (wB97M-V/def2-TZVPD) on a cluster of 2 separate species, C4H14N3 in total.

The geometry in XYZ format:
```
21
Properties=species:S:1:pos:R:3
C 0.46 -2.48 -0.75
C 0.54 -0.97 -0.75
N -0.36 -0.40 -1.82
C -0.56 1.08 -1.73
H 0.71 -2.92 -1.71
H 1.15 -2.86 0.00
H -0.54 -2.81 -0.44
H 0.25 -0.49 0.18
H 1.53 -0.60 -0.99
H -1.26 -0.88 -1.76
H 0.01 -0.62 -2.74
H -1.01 1.31 -0.77
H -1.26 1.37 -2.51
H 0.39 1.57 -1.84
N -0.45 0.56 3.01
C 0.15 1.68 2.53
N 0.73 1.74 1.39
H -0.77 -0.13 2.36
H -1.05 0.67 3.82
H 0.11 2.53 3.20
H 1.21 2.63 1.32
```

Output
Total charge: +1
ΔE to the lowest compared entry with this formula, charge and spin (kcal/mol): 21.8
HOMO energy (hartree): -0.465
Gap between HOMO and LUMO (eV): 9.5
Spin multiplicity: 1